# 1
# C3H5N3O

A molecular structure, C3H5N3O in a non-equilibrium geometry (ωB97M-V with the def2-TZVPD basis set, the OMol25 dataset).

Last column: Mulliken charge in e.
CARTESIAN COORDINATES (ANGSTROEM)
O -1.11592 1.70187 -0.03249  -0.617
N 1.10554 0.94750 -0.14116  -0.291
N 1.74763 -0.29145 0.10749  -0.182
N -1.72564 -1.21646 -0.08540  -0.728
C 0.77990 -1.29871 0.02791  -0.393
C -0.49323 -0.60847 -0.03929  0.297
C -0.27244 0.84425 0.06824  0.436
H 2.61110 -0.54627 -0.52192  0.285
H 1.68020 1.79402 0.69519  0.360
H 1.36929 -2.61211 -0.08607  0.233
H -2.56164 -0.44921 -0.15207  0.321
H -2.14973 -1.50094 0.81710  0.277

Summary:
**LUMO**: 0.42 eV
**Kohn-Sham gap**: 8.51 eV
**Energy relative to the best compared isomer or geometry (same formula, charge and spin)**: 512.38 kJ/mol
**HOMO energy**: -0.2973 hartree



# 2
# CH3BrO2

A molecular structure, CH3BrO2 in a non-equilibrium geometry (ωB97M-V with the def2-TZVPD basis set, the OMol25 dataset).

Last column: Mulliken charge in e.
CARTESIAN COORDINATES (ANGSTROEM)
Br 1.32772 -0.25016 -0.35814  0.012
O -1.32201 1.18632 -0.35906  -0.200
O -0.10223 1.71726 0.06328  -0.258
C 0.10465 -1.40162 0.31685  -0.629
H 0.29518 2.30973 -0.65713  0.382
H 0.33809 -1.73073 1.29891  0.328
H -0.64140 -1.83080 -0.30469  0.365

Summary:
**LUMO (alpha / beta)**: -0.12 / -1.14 eV
**Kohn-Sham gap (alpha / beta)**: 10.27 / 6.99 eV
**Energy relative to the best compared isomer or geometry (same formula, charge and spin)**: 644.35 kJ/mol
**HOMO energy (alpha / beta)**: -0.3816 / -0.2991 hartree



# 3
# ClH22O15

12 unconnected molecules or ions with the total composition ClH22O15 in a non-equilibrium geometry (ωB97M-V with the def2-TZVPD basis set, the OMol25 dataset).

Last column: Mulliken charge in e.
CARTESIAN COORDINATES (ANGSTROEM)
Cl 28.34700 15.31800 15.65900  1.480
O 29.37500 14.71700 16.57500  -0.765
O 27.32400 14.26200 15.33600  -0.296
O 25.95500 11.95200 15.91800  -0.695
O 24.70000 16.53200 15.88100  -0.745
O 31.23100 13.43700 15.09200  -0.704
O 27.52300 13.94000 18.74900  -0.612
O 25.05600 13.62300 14.13400  -0.756
O 27.69200 16.42400 16.38800  -0.792
O 28.44300 12.15700 14.13400  -0.646
O 29.25200 16.68300 11.70800  -0.616
O 28.33600 11.66500 17.14200  -0.720
O 26.28200 18.63900 15.30400  -0.734
O 27.50200 13.94600 12.23900  -0.563
O 26.15400 16.33400 13.44900  -0.688
O 28.88900 15.81800 14.37300  -0.755
H 28.33900 14.21400 19.13400  0.297
H 27.06800 18.11900 15.55800  0.397
H 25.16900 17.28300 15.55100  0.454
H 25.53800 11.05000 15.95100  0.231
H 25.65800 16.11600 14.26400  0.319
H 28.40400 14.21700 12.36800  0.261
H 28.67600 17.42800 11.78700  0.288
H 27.07600 16.07100 13.49400  0.381
H 28.83000 11.02800 16.68900  0.338
H 29.25800 12.12700 14.66100  0.403
H 29.43100 16.36500 12.59900  0.416
H 25.78400 14.20600 13.93000  0.383
H 27.35400 14.33200 11.35300  0.306
H 25.55700 13.08300 14.73300  0.546
H 27.98500 13.00000 14.26200  0.118
H 26.31700 18.63500 14.31400  0.352
H 25.40500 15.99400 16.26600  0.336
H 27.78500 13.17500 18.22700  0.380
H 25.65400 12.60600 16.56600  0.335
H 27.70900 11.88200 16.46700  0.331
H 30.82400 13.67600 14.22300  0.305
H 30.65000 13.93600 15.71900  0.432

Summary:
**Net charge**: -1
**LUMO**: 2.73 eV
**Kohn-Sham gap**: 9.85 eV
**Energy relative to the best compared isomer or geometry (same formula, charge and spin)**: 90.68 kJ/mol
**HOMO energy**: -0.2616 hartree



# 4
# C3H3IO2

A molecular structure, C3H3IO2 (ωB97M-V with the def2-TZVPD basis set, the OMol25 dataset).

Last column: Mulliken charge in e.
CARTESIAN COORDINATES (ANGSTROEM)
I 1.45195 2.00977 0.59568  0.095
O 1.63230 -1.23610 -1.17413  -0.504
O -0.61046 -0.71547 -1.07375  -0.321
C -1.01313 0.13689 0.00946  -0.289
C 0.68771 -0.72030 -0.68405  0.515
C 0.42069 0.13746 0.54480  -0.356
H 0.58167 -0.35427 1.50044  0.365
H -1.75877 -0.34871 0.64171  0.238
H -1.39196 1.09074 -0.36015  0.258

Summary:
**LUMO**: -0.02 eV
**Kohn-Sham gap**: 9.99 eV
**Energy relative to the best compared isomer or geometry (same formula, charge and spin)**: 0.00 kJ/mol
**HOMO energy**: -0.3676 hartree



# 5
# C9H18Br2F5N4

2 unconnected molecules or ions with the total composition C9H18Br2F5N4 in a non-equilibrium geometry (ωB97M-V with the def2-TZVPD basis set, the OMol25 dataset).

Last column: Mulliken charge in e.
CARTESIAN COORDINATES (ANGSTROEM)
Br -6.07102 4.91579 -0.36901  -0.141
Br -3.36608 4.12337 -2.74848  -0.126
F -0.45324 0.29433 1.46710  -0.239
F -2.66878 0.30544 1.72917  -0.275
F -1.77255 -2.19918 1.91431  -0.309
F -3.03897 -2.00862 0.06773  -0.294
F -1.88788 0.70147 -0.32233  -0.249
N 2.66699 -2.96887 1.42006  -0.517
N 3.88945 0.46739 -0.35193  -0.230
N 1.98365 -0.96279 0.29559  0.354
N 2.97772 0.89123 1.80467  -0.515
C -4.87732 3.37761 -0.42996  -0.580
C -1.65116 -0.06083 0.82159  0.599
C -0.59485 -2.31795 -0.18225  -0.715
C 1.26920 -0.52533 -0.94508  -0.774
C 2.97040 0.11282 0.54215  0.112
C -1.78632 -1.63020 0.60809  0.742
C 0.03236 -1.44346 -1.35940  -0.860
C 2.76053 -2.22507 0.10608  -0.617
C -3.48155 3.78349 -0.83212  -0.084
H 0.14317 -2.70036 0.58634  0.336
H 1.98602 -0.50287 -1.83618  0.367
H 3.86953 -2.08238 -0.09408  0.416
H 2.30245 -2.93056 -0.66928  0.264
H -2.77784 2.97129 -0.64569  -0.191
H -4.88155 2.97359 0.58352  0.321
H -1.04114 -3.25106 -0.67742  0.378
H 3.42246 -3.65991 1.48320  0.271
H 2.69037 1.85840 1.55865  0.369
H 0.87173 0.53342 -0.79757  0.446
H -3.13201 4.68320 -0.32819  0.408
H 3.96452 -0.02929 -1.24814  0.287
H -5.32664 2.65273 -1.10735  0.406
H 3.99088 0.95000 2.03166  0.360
H -0.77444 -0.85150 -1.91460  0.290
H 2.76118 -2.24187 2.14160  0.230
H 0.42704 -2.18927 -2.13640  0.488
H 4.60371 1.18580 -0.16607  0.271

Summary:
**Net charge**: +1
**LUMO**: -5.36 eV
**Kohn-Sham gap**: 6.27 eV
**HOMO energy**: -0.4276 hartree



# 6
# C5H11NO

A molecular structure, C5H11NO in a non-equilibrium geometry (ωB97M-V with the def2-TZVPD basis set, the OMol25 dataset).

Last column: Mulliken charge in e.
CARTESIAN COORDINATES (ANGSTROEM)
O 2.43624 0.45673 1.33226  -0.528
N 0.11362 -0.37056 -0.06719  -0.259
C 2.26438 0.84873 -0.00238  -0.565
C -0.64165 -0.52474 1.17839  -0.450
C 0.79529 0.82925 -0.37062  -0.282
C -2.14202 -1.16701 -0.94910  -1.338
C -1.28554 -0.23046 -0.13564  0.456
H -0.51637 -1.52790 1.60064  0.309
H -0.12607 1.80029 0.15147  0.223
H -1.95357 -2.24704 -0.81694  0.319
H -3.18647 -0.99905 -0.67868  0.338
H -1.39735 1.06098 -0.26536  0.020
H -1.99045 -0.90323 -1.99927  0.277
H 0.75927 1.07894 -1.43681  0.252
H 2.82827 0.17549 -0.68140  0.270
H 2.67460 1.85468 -0.16805  0.354
H -0.68935 0.29610 1.89492  0.285
H 2.05717 -0.43122 1.41376  0.319

Summary:
**LUMO**: 1.09 eV
**Kohn-Sham gap**: 10.44 eV
**Energy relative to the best compared isomer or geometry (same formula, charge and spin)**: 393.49 kJ/mol
**HOMO energy**: -0.3439 hartree



# 7
# C5H6N2O

A molecular structure, C5H6N2O in a non-equilibrium geometry (ωB97M-V with the def2-TZVPD basis set, the OMol25 dataset).

Last column: Mulliken charge in e.
CARTESIAN COORDINATES (ANGSTROEM)
O -1.70752 0.25698 0.05926  -0.487
N 2.79026 0.24111 0.02087  -0.583
N 0.60063 0.31310 0.05643  0.065
C -3.46337 -0.37884 -0.28052  -0.484
C -0.63536 0.94850 -0.07622  0.315
C 1.76950 1.02788 0.02739  -0.045
C 0.92443 -1.01824 0.03445  -0.233
C 2.27715 -1.04407 0.02554  -0.428
H 0.21870 -1.72542 -0.05656  0.508
H -0.42305 2.05993 -0.28440  0.253
H -3.21795 -1.23493 0.19331  0.193
H 2.81830 -1.97451 0.03776  0.363
H 1.93502 2.05236 0.07372  0.374
H -3.88675 0.47616 0.16898  0.189

Summary:
**LUMO (alpha / beta)**: -0.46 / -0.46 eV
**Kohn-Sham gap (alpha / beta)**: 7.19 / 7.20 eV
**Energy relative to the best compared isomer or geometry (same formula, charge and spin)**: 532.92 kJ/mol
**HOMO energy (alpha / beta)**: -0.2815 / -0.2815 hartree



# 8
# C3H5NO2S

2 unconnected molecules or ions with the total composition C3H5NO2S in a non-equilibrium geometry (ωB97M-V with the def2-TZVPD basis set, the OMol25 dataset).

Last column: Mulliken charge in e.
CARTESIAN COORDINATES (ANGSTROEM)
S -1.70384 -0.59938 -0.44955  0.002
O 1.87820 -1.41255 0.06292  -0.555
O 0.61850 1.59736 -0.99562  -0.508
N -0.16829 -1.15523 -1.21581  -0.405
C -0.88304 0.39676 0.87211  -0.521
C 0.88710 -0.63800 -0.29782  0.357
C 0.50692 0.73892 0.12467  0.022
H -1.55205 1.27625 1.05616  0.347
H -0.21829 -2.46289 0.02092  0.317
H -0.01709 1.53204 -1.69326  0.368
H 1.41349 0.99888 0.66663  0.308
H -0.76163 -0.27217 1.84866  0.266

Summary:
**LUMO**: -1.72 eV
**Kohn-Sham gap**: 7.12 eV
**Energy relative to the best compared isomer or geometry (same formula, charge and spin)**: 592.27 kJ/mol
**HOMO energy**: -0.3251 hartree